Entry 1:
46
Properties=species:S:1:pos:R:3 method="wB97M-V/def2-TZVPD" total_energy_ev=-51185.0524 smiles="COC(=O)c1cc(-c2c(-c3ccc4c(c3)OCO4)noc2-c2ccsc2)cc([N+](=O)[O-])c1" homo_ev=-8.27 charge=0 orbital_gap_ev=7.5091
C -2.640 -4.385 -2.030
O -1.561 -3.819 -1.299
C -1.422 -2.494 -1.391
O -2.145 -1.786 -2.047
C -0.276 -1.988 -0.585
C 0.027 -0.633 -0.663
C 1.061 -0.085 0.094
C 1.328 1.346 0.043
C 0.365 2.404 0.095
C -1.084 2.295 0.209
C -1.886 3.200 -0.477
C -3.274 3.122 -0.437
C -3.823 2.109 0.313
C -3.021 1.209 1.020
C -1.653 1.280 0.992
O -3.818 0.321 1.690
C -5.146 0.674 1.366
O -5.138 1.804 0.521
N 0.970 3.564 0.027
O 2.295 3.337 -0.071
C 2.533 2.014 -0.064
C 3.899 1.573 -0.209
C 5.011 2.423 0.057
C 6.196 1.807 -0.157
S 5.997 0.185 -0.699
C 4.296 0.332 -0.632
C 1.802 -0.920 0.925
C 1.504 -2.274 0.979
N 2.293 -3.130 1.837
O 1.967 -4.293 1.922
O 3.235 -2.630 2.412
C 0.467 -2.825 0.239
H -3.590 -3.981 -1.676
H -2.592 -5.457 -1.858
H -2.537 -4.160 -3.093
H -0.563 -0.011 -1.319
H -1.409 3.975 -1.054
H -3.896 3.819 -0.972
H -1.052 0.596 1.566
H -5.701 0.908 2.288
H -5.636 -0.168 0.851
H 4.902 3.437 0.395
H 7.184 2.202 -0.031
H 3.680 -0.493 -0.929
H 2.601 -0.529 1.537
H 0.250 -3.879 0.311

Entry 2:
12
Properties=species:S:1:pos:R:3 method="wB97M-V/def2-TZVPD" total_energy_ev=-6760.9152 homo_ev="-15.73 / -15.73" charge=+1 orbital_gap_ev="7.9023 / 7.9017"
C -0.272 -1.076 0.187
C -1.574 0.755 -0.036
C 0.413 0.158 0.153
C -1.565 -0.768 -0.070
C 1.828 0.489 -0.050
N -0.390 1.218 0.250
H 0.012 -2.007 -0.002
H -2.372 1.426 -0.304
H -2.470 -1.676 -0.336
H 2.112 0.292 1.059
H 1.954 1.507 -0.121
H 2.324 -0.318 -0.730

Entry 3:
25
Properties=species:S:1:pos:R:3 method="wB97M-V/def2-TZVPD" total_energy_ev=-28043.4448 homo_ev=-3.80 charge=-1 orbital_gap_ev=6.7051
B -3.873 3.426 0.191
P -3.629 1.644 0.881
O -1.938 1.564 1.202
I -3.881 0.125 -1.054
H -4.156 3.481 -0.978
H -4.781 3.894 0.846
H -2.840 4.021 0.373
H -1.868 1.283 2.101
C 2.955 -0.265 -0.410
C 1.741 -0.287 0.516
C 1.185 -1.700 0.763
O 0.429 -2.236 -0.306
C 1.190 -2.825 -1.338
N 0.729 0.638 0.003
H 2.676 -0.396 -1.455
H 3.465 0.695 -0.335
H 3.671 -1.049 -0.145
H 2.071 0.094 1.489
H 0.491 -1.646 1.606
H 1.983 -2.400 1.048
H 2.088 -3.316 -0.950
H 1.468 -2.086 -2.093
H 0.564 -3.577 -1.821
H -0.039 0.712 0.674
H 0.299 0.203 -0.807

Entry 4:
10
Properties=species:S:1:pos:R:3 method="wB97M-V/def2-TZVPD" total_energy_ev=-54265.9155 smiles="ClCC1=C(Cl)C1(Cl)Cl" homo_ev=-10.12 charge=0 orbital_gap_ev=8.4012
Cl -2.974 1.514 0.279
C -1.388 0.156 -0.329
C -0.098 -0.316 0.187
C 1.045 -1.132 0.210
Cl 1.555 -2.696 0.208
C 1.241 0.239 0.388
Cl 1.961 1.030 1.894
Cl 1.875 1.069 -1.068
H -2.067 -0.714 -0.650
H -1.150 0.849 -1.119

Entry 5:
106
Properties=species:S:1:pos:R:3 method="wB97M-V/def2-TZVPD" total_energy_ev=-129595.9771 homo_ev="-12.56 / -12.56" charge=+2 orbital_gap_ev="6.2351 / 6.0128" spin_multiplicity=4
Cr 0.395 -0.260 -0.743
C 3.921 1.891 0.779
C 2.885 1.511 -0.069
N 1.876 0.774 0.380
C 1.887 0.421 1.679
C 2.942 0.791 2.496
N 3.958 1.519 2.048
C 0.776 -0.451 2.110
C 0.376 -0.683 3.408
C -0.706 -1.533 3.650
C -1.342 -2.120 2.550
C -0.927 -1.795 1.275
N 0.128 -1.001 1.077
C -1.556 -2.234 0.009
C -2.647 -3.086 -0.092
N -3.111 -3.500 -1.263
C -2.473 -3.089 -2.353
C -1.400 -2.212 -2.285
N -0.968 -1.758 -1.110
C -1.196 -1.789 5.022
C -0.343 -1.735 6.119
C -0.862 -1.979 7.382
N -2.139 -2.266 7.605
C -2.955 -2.315 6.556
C -2.537 -2.083 5.254
H 4.741 2.494 0.412
H 2.868 1.802 -1.110
H 2.979 0.481 3.533
H 0.868 -0.171 4.224
H -2.162 -2.807 2.695
H -3.162 -3.440 0.792
H -2.835 -3.444 -3.310
H -0.879 -1.876 -3.172
H 0.716 -1.542 6.009
H -0.220 -1.939 8.254
H -3.992 -2.548 6.764
H -3.265 -2.091 4.455
C -2.003 2.411 4.011
C -0.525 2.690 3.884
C 0.260 2.581 5.035
C 1.611 2.867 5.042
Cl 2.520 2.741 6.511
C 2.241 3.284 3.878
C 1.486 3.389 2.727
C 0.123 3.091 2.713
O -0.420 3.301 1.467
C -1.687 2.887 1.012
C -1.608 1.408 0.673
O -2.188 0.544 1.299
O -0.765 1.198 -0.305
H -2.222 2.089 5.027
H -2.340 1.630 3.328
H -2.594 3.309 3.828
H -0.216 2.288 5.962
H 3.293 3.536 3.879
H 1.932 3.746 1.806
H -1.809 3.445 0.085
H -2.522 3.097 1.673
C -4.388 1.684 -3.245
C -3.864 0.571 -3.885
C -2.494 0.349 -3.889
C -1.628 1.235 -3.246
C -2.163 2.378 -2.654
C -3.531 2.600 -2.652
P 0.153 0.857 -3.048
C 0.985 2.476 -3.121
C 1.001 3.278 -1.974
C 1.580 4.537 -2.009
C 2.158 5.004 -3.182
C 2.164 4.205 -4.315
C 1.583 2.945 -4.289
C 0.564 0.007 -4.605
C 1.447 -1.071 -4.626
C 1.724 -1.732 -5.816
C 1.125 -1.320 -6.995
C 0.263 -0.230 -6.989
C -0.018 0.429 -5.805
H -5.457 1.849 -3.230
H -4.520 -0.122 -4.396
H -2.106 -0.497 -4.442
H -1.504 3.117 -2.219
H -3.929 3.495 -2.192
H 0.544 2.924 -1.057
H 1.577 5.154 -1.120
H 2.607 5.988 -3.211
H 2.624 4.560 -5.228
H 1.611 2.332 -5.179
H 1.941 -1.382 -3.716
H 2.417 -2.564 -5.822
H 1.337 -1.835 -7.922
H -0.193 0.107 -7.911
H -0.690 1.278 -5.813
C 2.661 -5.132 0.983
N 2.526 -3.776 0.440
C 1.953 -3.359 -0.681
S 2.324 -1.732 -1.194
N 1.164 -4.104 -1.443
C 0.635 -5.455 -1.234
H 3.269 -5.058 1.879
H 3.172 -5.788 0.281
H 1.699 -5.554 1.259
H 3.107 -3.070 0.864
H 0.914 -3.655 -2.309
H 1.423 -6.199 -1.179
H 0.008 -5.690 -2.089
H 0.019 -5.500 -0.338

Entry 6:
8
Properties=species:S:1:pos:R:3 method="wB97M-V/def2-TZVPD" total_energy_ev=-4205.9254 homo_ev=-10.73 charge=0 orbital_gap_ev=10.2259
C 0.895 1.104 1.748
C 1.020 0.353 0.835
C -0.867 -0.781 -1.301
C -1.571 -1.723 -0.814
H 1.138 1.648 2.690
H 0.077 -0.677 -1.806
H -1.442 0.191 -1.250
H 0.751 -0.114 -0.102

Copy entry 5 word for word.
106
Properties=species:S:1:pos:R:3 method="wB97M-V/def2-TZVPD" total_energy_ev=-129595.9771 homo_ev="-12.56 / -12.56" charge=+2 orbital_gap_ev="6.2351 / 6.0128" spin_multiplicity=4
Cr 0.395 -0.260 -0.743
C 3.921 1.891 0.779
C 2.885 1.511 -0.069
N 1.876 0.774 0.380
C 1.887 0.421 1.679
C 2.942 0.791 2.496
N 3.958 1.519 2.048
C 0.776 -0.451 2.110
C 0.376 -0.683 3.408
C -0.706 -1.533 3.650
C -1.342 -2.120 2.550
C -0.927 -1.795 1.275
N 0.128 -1.001 1.077
C -1.556 -2.234 0.009
C -2.647 -3.086 -0.092
N -3.111 -3.500 -1.263
C -2.473 -3.089 -2.353
C -1.400 -2.212 -2.285
N -0.968 -1.758 -1.110
C -1.196 -1.789 5.022
C -0.343 -1.735 6.119
C -0.862 -1.979 7.382
N -2.139 -2.266 7.605
C -2.955 -2.315 6.556
C -2.537 -2.083 5.254
H 4.741 2.494 0.412
H 2.868 1.802 -1.110
H 2.979 0.481 3.533
H 0.868 -0.171 4.224
H -2.162 -2.807 2.695
H -3.162 -3.440 0.792
H -2.835 -3.444 -3.310
H -0.879 -1.876 -3.172
H 0.716 -1.542 6.009
H -0.220 -1.939 8.254
H -3.992 -2.548 6.764
H -3.265 -2.091 4.455
C -2.003 2.411 4.011
C -0.525 2.690 3.884
C 0.260 2.581 5.035
C 1.611 2.867 5.042
Cl 2.520 2.741 6.511
C 2.241 3.284 3.878
C 1.486 3.389 2.727
C 0.123 3.091 2.713
O -0.420 3.301 1.467
C -1.687 2.887 1.012
C -1.608 1.408 0.673
O -2.188 0.544 1.299
O -0.765 1.198 -0.305
H -2.222 2.089 5.027
H -2.340 1.630 3.328
H -2.594 3.309 3.828
H -0.216 2.288 5.962
H 3.293 3.536 3.879
H 1.932 3.746 1.806
H -1.809 3.445 0.085
H -2.522 3.097 1.673
C -4.388 1.684 -3.245
C -3.864 0.571 -3.885
C -2.494 0.349 -3.889
C -1.628 1.235 -3.246
C -2.163 2.378 -2.654
C -3.531 2.600 -2.652
P 0.153 0.857 -3.048
C 0.985 2.476 -3.121
C 1.001 3.278 -1.974
C 1.580 4.537 -2.009
C 2.158 5.004 -3.182
C 2.164 4.205 -4.315
C 1.583 2.945 -4.289
C 0.564 0.007 -4.605
C 1.447 -1.071 -4.626
C 1.724 -1.732 -5.816
C 1.125 -1.320 -6.995
C 0.263 -0.230 -6.989
C -0.018 0.429 -5.805
H -5.457 1.849 -3.230
H -4.520 -0.122 -4.396
H -2.106 -0.497 -4.442
H -1.504 3.117 -2.219
H -3.929 3.495 -2.192
H 0.544 2.924 -1.057
H 1.577 5.154 -1.120
H 2.607 5.988 -3.211
H 2.624 4.560 -5.228
H 1.611 2.332 -5.179
H 1.941 -1.382 -3.716
H 2.417 -2.564 -5.822
H 1.337 -1.835 -7.922
H -0.193 0.107 -7.911
H -0.690 1.278 -5.813
C 2.661 -5.132 0.983
N 2.526 -3.776 0.440
C 1.953 -3.359 -0.681
S 2.324 -1.732 -1.194
N 1.164 -4.104 -1.443
C 0.635 -5.455 -1.234
H 3.269 -5.058 1.879
H 3.172 -5.788 0.281
H 1.699 -5.554 1.259
H 3.107 -3.070 0.864
H 0.914 -3.655 -2.309
H 1.423 -6.199 -1.179
H 0.008 -5.690 -2.089
H 0.019 -5.500 -0.338